No. 1
Here is a molecular structure, C40H54AuFN4O3P2 at a distorted geometry from the OMol25 dataset. Energies are from the ωB97M-V functional and the def2-TZVPD basis.

- ΔE to the lowest compared entry with this formula, charge and spin (kcal per mole) = 0.0
- Kohn-Sham gap (alpha / beta) (eV) = 5.829 / 5.832
- LUMO energy (alpha / beta) (eV) = -5.340 / -5.338
- charge = +2

Geometry as XYZ:
```
105
C40H54AuFN4O3P2, DFT the ωB97M-V functional and the def2-TZVPD basis
Au 0.493 -0.761 1.641
C 3.622 -2.262 0.581
C 2.452 -3.179 0.234
C 2.006 -2.982 -1.216
P 1.085 -2.936 1.408
C -0.264 -4.081 0.989
C 0.212 -5.509 0.719
C -1.331 -4.044 2.076
C 1.675 -3.343 3.033
C 2.397 -4.503 3.320
C 2.672 -4.838 4.631
C 2.179 -4.025 5.645
C 1.482 -2.859 5.369
C 1.258 -2.484 4.042
N 0.520 -1.349 3.692
C 0.365 -0.229 4.506
C 1.349 0.190 5.404
C 1.153 1.326 6.166
C -0.010 2.069 6.012
C -0.968 1.684 5.091
C -0.804 0.535 4.327
P -1.904 0.002 2.980
C -3.097 -1.159 3.764
C -4.139 -1.613 2.741
C -3.746 -0.742 5.079
C -2.713 1.570 2.428
C -3.983 2.030 3.137
C -2.943 1.512 0.915
H 4.453 -2.469 -0.093
H 3.971 -2.404 1.604
H 3.344 -1.214 0.459
H 2.750 -4.225 0.373
H 1.655 -1.964 -1.373
H 1.217 -3.674 -1.514
H 2.859 -3.153 -1.873
H -0.684 -3.663 0.064
H 0.715 -5.933 1.589
H 0.877 -5.587 -0.140
H -0.656 -6.138 0.517
H -0.977 -4.539 2.982
H -2.218 -4.571 1.728
H -1.618 -3.024 2.331
H 2.751 -5.144 2.522
H 3.250 -5.721 4.859
H 2.344 -4.298 6.678
H 1.088 -2.259 6.174
H 2.276 -0.361 5.472
H 1.916 1.652 6.860
H -0.161 2.965 6.597
H -1.846 2.304 4.965
H -2.441 -2.012 3.985
H -4.852 -0.817 2.523
H -4.711 -2.456 3.132
H -3.689 -1.922 1.795
H -4.454 0.074 4.946
H -3.008 -0.433 5.821
H -4.300 -1.584 5.495
H -1.919 2.305 2.605
H -4.811 1.343 2.956
H -4.286 3.006 2.754
H -3.869 2.123 4.216
H -3.718 0.786 0.659
H -2.035 1.234 0.378
H -3.277 2.486 0.553
C 2.502 5.252 -2.968
C 1.083 4.999 -2.498
N 0.904 3.632 -1.978
C 1.036 3.424 -0.668
C 0.935 2.208 -0.034
C 1.108 2.259 1.469
O 1.580 3.268 1.954
O 0.671 1.261 2.156
C 0.711 1.061 -0.820
O 0.664 -0.140 -0.410
C 0.563 1.276 -2.259
C 0.313 0.180 -3.098
C 0.189 0.374 -4.441
F -0.111 -0.674 -5.233
C 0.340 1.641 -5.034
C 0.581 2.720 -4.212
C 0.671 2.556 -2.819
N 0.247 1.854 -6.434
C 0.683 0.815 -7.346
C 1.039 1.442 -8.680
N -0.181 2.160 -9.211
C -0.680 3.197 -8.233
C -0.952 2.522 -6.903
H 2.604 6.283 -3.303
H 2.779 4.595 -3.792
H 3.212 5.090 -2.158
H 0.347 5.156 -3.286
H 0.804 5.672 -1.689
H 1.247 4.295 -0.061
H 0.192 -0.806 -2.675
H 0.742 3.682 -4.672
H -0.077 0.036 -7.499
H 1.572 0.320 -6.956
H 1.327 0.706 -9.428
H 1.813 2.201 -8.581
H -0.923 1.474 -9.377
H 0.022 2.590 -10.115
H -1.568 3.651 -8.669
H 0.118 3.934 -8.152
H -1.795 1.819 -7.008
H -1.266 3.286 -6.194
```

Results of the Mulliken charge analysis, in e, for atoms 1 through 99: number 1, Au, carries 0.896; number 2, C, carries -1.506; number 3, C, carries 0.822; number 4, C, carries -1.649; number 5, P, carries 0.394; number 6, C, carries 0.685; number 7, C, carries -1.580; number 8, C, carries -1.693; number 9, C, carries -0.222; number 10, C, carries -0.578; number 11, C, carries -0.999; number 12, C, carries -0.814; number 13, C, carries -0.571; number 14, C, carries 0.696; number 15, N, carries 0.416; number 16, C, carries -0.117; number 17, C, carries -0.526; number 18, C, carries -0.998; number 19, C, carries -0.901; number 20, C, carries -0.508; number 21, C, carries 0.166; number 22, P, carries 1.624; number 23, C, carries 0.470; number 24, C, carries -1.410; number 25, C, carries -1.509; number 26, C, carries 0.477; number 27, C, carries -1.824; number 28, C, carries -1.299; number 29, H, carries 0.482; number 30, H, carries 0.343; number 31, H, carries 0.189; number 32, H, carries 0.632; number 33, H, carries 0.074; number 34, H, carries 0.344; number 35, H, carries 0.578; number 36, H, carries 0.635; number 37, H, carries 0.323; number 38, H, carries 0.359; number 39, H, carries 0.473; number 40, H, carries 0.280; number 41, H, carries 0.631; number 42, H, carries 0.056; number 43, H, carries 0.423; number 44, H, carries 0.502; number 45, H, carries 0.423; number 46, H, carries 0.657; number 47, H, carries 0.640; number 48, H, carries 0.428; number 49, H, carries 0.447; number 50, H, carries 0.252; number 51, H, carries 0.188; number 52, H, carries 0.295; number 53, H, carries 0.450; number 54, H, carries 0.294; number 55, H, carries 0.259; number 56, H, carries 0.305; number 57, H, carries 0.478; number 58, H, carries 0.420; number 59, H, carries 0.309; number 60, H, carries 0.453; number 61, H, carries 0.365; number 62, H, carries 0.300; number 63, H, carries 0.084; number 64, H, carries 0.478; number 65, C, carries -1.021; number 66, C, carries -1.072; number 67, N, carries 0.203; number 68, C, carries -0.128; number 69, C, carries 0.066; number 70, C, carries -0.156; number 71, O, carries -0.728; number 72, O, carries -0.369; number 73, C, carries 0.654; number 74, O, carries -0.747; number 75, C, carries 0.984; number 76, C, carries -0.680; number 77, C, carries 0.231; number 78, F, carries -0.346; number 79, C, carries -1.501; number 80, C, carries -1.133; number 81, C, carries 0.842; number 82, N, carries 0.356; number 83, C, carries -0.596; number 84, C, carries -0.988; number 85, N, carries -0.171; number 86, C, carries -0.705; number 87, C, carries -0.510; number 88, H, carries 0.398; number 89, H, carries 0.314; number 90, H, carries 0.343; number 91, H, carries 0.446; number 92, H, carries 0.514; number 93, H, carries 0.614; number 94, H, carries 0.540; number 95, H, carries 0.623; number 96, H, carries 0.449; number 97, H, carries 0.486; number 98, H, carries 0.442; number 99, H, carries 0.358


No. 2
Here is 11 unconnected molecules or ions with the total composition C40H54BN10 at a distorted geometry from the OMol25 dataset. Energies are from the ωB97M-V functional and the def2-TZVPD basis.

- ΔE to the lowest compared entry with this formula, charge and spin (kcal per mole) = 74.2
- Kohn-Sham gap (eV) = 7.680
- LUMO energy (eV) = 2.408
- charge = -1

Geometry as XYZ:
```
105
C40H54BN10, DFT the ωB97M-V functional and the def2-TZVPD basis
B 0.125 -0.562 -0.119
H -1.014 -0.534 0.409
H 0.246 0.308 -1.059
H 0.897 -0.279 0.618
H 0.520 -1.748 -0.794
N -1.118 5.440 1.243
C 0.153 6.118 1.166
C 1.109 5.166 0.461
C 0.294 3.820 0.241
C -1.074 4.144 0.797
H -1.920 5.751 1.807
H 0.487 7.064 1.600
H 2.300 5.366 0.212
H 0.584 2.766 -0.049
H -1.900 3.565 0.918
N 3.514 -0.902 -1.232
C 4.132 0.284 -1.354
C 5.663 0.053 -1.466
C 5.833 -1.429 -1.253
C 4.396 -1.978 -1.138
H 2.528 -0.939 -0.955
H 3.349 1.124 -1.550
H 6.460 0.812 -1.844
H 6.618 -1.900 -1.341
H 3.979 -2.883 -0.743
N -2.570 1.357 -1.515
C -2.232 2.562 -2.070
C -3.514 3.342 -2.161
C -4.538 2.379 -1.718
C -3.898 1.196 -1.288
H -1.880 0.745 -1.176
H -1.253 2.855 -2.525
H -3.799 4.358 -2.767
H -5.536 2.594 -1.520
H -4.324 0.353 -0.924
N 4.044 1.584 3.360
C 4.445 2.847 3.904
C 3.222 3.732 4.012
C 2.062 2.922 3.571
C 2.652 1.612 3.046
H 4.618 0.912 3.127
H 5.383 2.980 4.369
H 3.093 4.718 4.551
H 1.250 3.389 3.359
H 2.183 0.801 2.253
N 2.414 1.034 -4.815
C 1.479 1.223 -3.868
C 1.177 2.727 -3.711
C 1.933 3.289 -4.860
C 2.847 2.214 -5.404
H 2.642 0.025 -5.067
H 0.927 0.238 -3.412
H 0.408 3.167 -2.975
H 1.794 4.258 -5.069
H 3.661 2.403 -6.268
N -1.255 -2.256 4.276
C -1.809 -2.171 5.577
C -3.290 -2.182 5.436
C -3.576 -2.175 4.051
C -2.278 -2.396 3.286
H -0.346 -1.876 4.166
H -1.118 -2.038 6.315
H -3.954 -1.870 6.259
H -4.638 -1.971 3.631
H -1.916 -2.612 2.312
N -2.446 -3.169 -1.159
C -2.157 -4.275 -0.435
C -2.963 -5.439 -0.813
C -3.780 -4.960 -2.071
C -3.449 -3.544 -2.266
H -1.983 -2.269 -0.936
H -1.466 -4.256 0.285
H -2.945 -6.503 -0.371
H -4.267 -5.454 -2.916
H -3.680 -2.741 -3.090
N 1.341 -1.986 2.783
C 1.699 -3.298 3.066
C 2.359 -3.480 4.436
C 2.166 -2.157 5.132
C 1.620 -1.234 4.013
H 1.084 -1.718 1.760
H 1.658 -4.022 2.187
H 2.982 -4.395 4.758
H 2.718 -2.038 5.923
H 1.161 -0.274 4.026
N 3.498 -1.224 -4.345
C 2.255 -1.784 -4.472
C 1.837 -1.611 -5.882
C 3.034 -1.239 -6.657
C 4.122 -0.993 -5.675
H 4.047 -1.028 -3.597
H 1.505 -2.081 -3.602
H 0.919 -2.028 -6.101
H 3.189 -0.941 -7.567
H 5.203 -0.387 -5.940
N -5.573 0.499 2.398
C -4.793 -0.302 1.601
C -5.628 -1.418 0.998
C -6.996 -1.164 1.275
C -6.869 -0.024 2.289
H -5.177 1.378 2.810
H -3.731 -0.072 1.514
H -5.266 -2.158 0.254
H -7.993 -1.556 1.164
H -7.904 0.446 2.896
```

Results of the Mulliken charge analysis, in e, for atoms 1 through 99: number 1, B, carries 2.616; number 2, H, carries -0.534; number 3, H, carries -0.595; number 4, H, carries -1.128; number 5, H, carries -0.413; number 6, N, carries -0.072; number 7, C, carries -0.520; number 8, C, carries -0.655; number 9, C, carries -0.151; number 10, C, carries -0.799; number 11, H, carries 0.254; number 12, H, carries 0.354; number 13, H, carries 0.234; number 14, H, carries 0.477; number 15, H, carries 0.822; number 16, N, carries 0.551; number 17, C, carries -0.310; number 18, C, carries -0.569; number 19, C, carries -0.910; number 20, C, carries -0.541; number 21, H, carries -0.158; number 22, H, carries 0.311; number 23, H, carries 0.295; number 24, H, carries 0.723; number 25, H, carries 0.453; number 26, N, carries 0.098; number 27, C, carries -0.066; number 28, C, carries -0.600; number 29, C, carries -0.852; number 30, C, carries -0.740; number 31, H, carries 0.176; number 32, H, carries 0.070; number 33, H, carries 0.207; number 34, H, carries 0.463; number 35, H, carries 0.948; number 36, N, carries -0.001; number 37, C, carries -0.574; number 38, C, carries -0.368; number 39, C, carries -0.681; number 40, C, carries -0.017; number 41, H, carries 0.124; number 42, H, carries 0.413; number 43, H, carries 0.317; number 44, H, carries 0.626; number 45, H, carries 0.028; number 46, N, carries -0.243; number 47, C, carries 0.224; number 48, C, carries -0.201; number 49, C, carries -1.173; number 50, C, carries -0.486; number 51, H, carries 0.661; number 52, H, carries -0.049; number 53, H, carries 0.223; number 54, H, carries 0.527; number 55, H, carries 0.215; number 56, N, carries 0.217; number 57, C, carries -0.287; number 58, C, carries -0.973; number 59, C, carries 0.048; number 60, C, carries -0.887; number 61, H, carries 0.219; number 62, H, carries 0.533; number 63, H, carries 0.338; number 64, H, carries 0.174; number 65, H, carries 0.683; number 66, N, carries 0.193; number 67, C, carries -0.419; number 68, C, carries -0.699; number 69, C, carries -0.398; number 70, C, carries -0.433; number 71, H, carries 0.071; number 72, H, carries 0.659; number 73, H, carries 0.281; number 74, H, carries 0.372; number 75, H, carries 0.278; number 76, N, carries 0.377; number 77, C, carries -0.179; number 78, C, carries -0.483; number 79, C, carries -1.006; number 80, C, carries -1.119; number 81, H, carries -0.077; number 82, H, carries 0.353; number 83, H, carries 0.328; number 84, H, carries 0.621; number 85, H, carries 0.974; number 86, N, carries 0.045; number 87, C, carries -0.145; number 88, C, carries -0.588; number 89, C, carries -0.479; number 90, C, carries -0.336; number 91, H, carries 0.003; number 92, H, carries 0.387; number 93, H, carries 0.548; number 94, H, carries 0.569; number 95, H, carries 0.296; number 96, N, carries 0.048; number 97, C, carries -1.036; number 98, C, carries -0.104; number 99, C, carries -0.612


> The highest charge belongs to which entry?

C40H54AuFN4O3P2


> Which formula does entry 2 have?

C40H54BN10